1.
A structure of composition C35H38MgN12OSe, computed with ωB97M-V/def2-TZVPD.

Values from the calculation:
- E (Eh) = -4690.01797
- LUMO energy (eV) = -4.5
- total charge = +2
- 2S+1 = 1
- orbital gap (hartree) = 0.290

XYZ file:
```
88
Properties=species:S:1:pos:R:3:forces:R:3
Mg 1.511812 -0.198158 1.863590 -0.05 0.09 -0.15
C -0.514805 -2.675863 4.947617 0.00 -0.01 -0.02
C 0.357904 -1.493882 4.654232 0.00 0.02 -0.01
C -0.127318 -0.194578 4.820573 -0.05 0.00 0.02
C 0.669919 0.914958 4.584046 -0.02 -0.02 -0.14
C 1.981885 0.751246 4.142419 0.09 0.02 0.08
C 2.488314 -0.544023 3.982463 0.21 -0.01 0.20
C 1.678975 -1.652070 4.237563 -0.01 0.00 -0.12
H -0.581640 -2.832564 6.025731 -0.01 0.00 0.00
H -0.116313 -3.586151 4.502321 0.02 0.00 0.01
H -1.520940 -2.508872 4.564516 -0.02 0.01 0.00
H -1.150591 -0.057654 5.145344 0.00 0.00 0.00
H 0.272807 1.908461 4.745988 0.00 0.00 0.01
H 2.626181 1.609145 3.986595 -0.01 -0.01 0.02
H 3.528192 -0.687889 3.709172 0.00 0.01 0.01
H 2.085953 -2.648369 4.114720 0.00 0.00 0.02
C 6.133690 0.993039 -1.184679 -0.04 -0.10 0.11
N 5.070991 0.348515 -0.405230 0.12 -0.14 -0.08
C 3.989595 0.867680 0.152380 -0.14 0.09 0.05
N 3.275925 -0.098523 0.731690 0.14 -0.02 0.06
C 4.016008 -1.220924 0.473624 -0.05 -0.07 0.02
N 5.100389 -0.989488 -0.209661 -0.01 0.11 -0.05
C 5.637809 1.694865 -2.425205 0.05 0.03 -0.04
C 6.491276 2.603549 -3.045820 0.00 -0.01 -0.04
C 6.136319 3.191047 -4.249076 -0.02 -0.01 0.01
C 4.912477 2.901282 -4.834289 0.02 0.00 0.01
C 4.046989 2.021385 -4.199209 -0.06 0.02 -0.09
C 4.413649 1.408418 -3.004551 -0.01 -0.02 0.04
C 2.732987 1.742110 -4.783807 0.14 0.02 0.21
N 2.385904 1.671002 -6.015315 -0.31 -0.06 -0.08
N 1.012259 1.397036 -6.019650 0.32 0.06 -0.06
C 0.659557 1.330541 -4.790412 -0.16 -0.02 0.20
O 1.692358 1.531850 -3.928376 0.01 0.00 -0.13
C -0.668975 1.100571 -4.217863 0.05 -0.01 -0.11
C -1.638633 0.412838 -4.940999 -0.03 -0.02 0.01
C -2.885429 0.202812 -4.374545 0.03 0.01 0.02
C -3.163039 0.668637 -3.095123 0.02 -0.03 0.00
C -2.202555 1.374400 -2.379260 -0.08 -0.02 -0.03
C -2.555590 1.946173 -1.028982 0.04 0.01 0.09
N -1.429327 1.901708 -0.094792 -0.08 0.18 0.05
C -0.499673 0.978056 0.022373 0.15 -0.18 -0.02
N 0.299313 1.262890 1.050519 -0.24 0.05 0.09
C -0.251821 2.410560 1.550089 0.04 0.03 0.03
N -1.294791 2.825699 0.886797 -0.03 -0.06 -0.13
C -0.957874 1.593793 -2.952246 0.03 0.04 0.03
H 6.803642 0.173674 -1.442888 0.03 0.04 -0.01
H 6.678255 1.676827 -0.533478 -0.03 0.02 -0.01
H 3.738570 1.914950 0.105539 -0.01 0.01 0.03
H 3.731293 -2.210922 0.790458 0.00 -0.01 0.01
H 7.448320 2.840607 -2.596989 0.01 0.00 0.01
H 6.811883 3.885057 -4.729132 0.01 0.01 0.00
H 4.617742 3.360017 -5.767793 0.00 0.00 -0.01
H 3.738686 0.690445 -2.554905 -0.01 0.01 0.00
H -1.407484 0.050856 -5.933516 0.01 0.00 -0.01
H -3.645231 -0.329406 -4.929752 -0.01 0.00 -0.01
H -4.140216 0.494690 -2.661012 -0.01 0.00 0.01
H -3.378033 1.387100 -0.578816 -0.01 0.01 -0.02
H -2.845820 2.994626 -1.095185 0.02 -0.01 0.00
H -0.415373 0.135302 -0.640445 0.01 -0.01 0.00
H 0.140223 2.945803 2.398285 0.00 -0.01 0.01
H -0.201885 2.168225 -2.431465 0.00 0.00 0.01
C -5.138163 -2.874824 1.354222 0.02 0.06 0.01
N -5.327059 -1.512653 1.823574 -0.01 -0.10 -0.04
C -6.551311 -0.914579 2.051291 -0.01 0.06 0.03
C -6.302793 0.335760 2.488078 0.00 -0.06 -0.01
N -4.929780 0.486112 2.520198 0.05 0.09 0.02
C -4.232019 1.686563 2.956363 -0.05 -0.08 -0.01
C -4.332425 -0.651020 2.110670 0.08 0.05 0.03
Se -2.502969 -0.963818 1.977243 -0.12 -0.02 -0.11
H -6.115350 -3.336296 1.247647 0.00 -0.02 -0.01
H -4.543722 -3.433533 2.074713 0.00 0.00 0.00
H -4.627034 -2.867962 0.392437 0.00 -0.01 0.01
H -7.479089 -1.432392 1.889915 -0.01 0.00 0.00
H -6.969407 1.125189 2.783234 -0.02 0.00 0.00
H -4.977125 2.425764 3.235922 0.02 0.02 0.00
H -3.608133 2.075193 2.154415 0.02 0.01 0.00
H -3.603500 1.456546 3.814335 0.01 0.00 0.00
C -0.966982 -2.932262 -1.702606 -0.07 -0.02 0.05
N -0.648843 -3.369571 -0.334066 0.16 -0.11 0.01
C -1.396967 -4.460131 0.317411 -0.10 0.06 -0.04
C 0.071750 -2.593715 0.408248 -0.20 0.06 0.10
N 0.715965 -1.895991 1.075608 0.16 -0.02 -0.14
H -1.233153 -3.813052 -2.280772 0.02 0.01 -0.02
H -0.086579 -2.478191 -2.152761 -0.01 0.03 -0.01
H -1.799031 -2.225732 -1.700964 -0.01 -0.01 -0.01
H -1.916242 -5.006767 -0.464681 0.01 -0.03 0.02
H -2.116972 -4.048409 1.024497 -0.01 -0.01 0.00
H -0.707765 -5.133299 0.821613 0.00 0.00 0.01
```
Forces are in eV/Å.

2.
A structure of composition C35H38N3Ti, computed with ωB97M-V/def2-TZVPD.

Values from the calculation:
- ΔE to the lowest compared entry with this formula, charge and spin (kJ/mol) = 171.50
- E (Eh) = -2370.26412
- LUMO energy (alpha / beta) (eV) = 2.8 / 2.8
- total charge = -1
- 2S+1 = 3
- ⟨S²⟩ = 2.4296
- orbital gap (alpha / beta) (hartree) = 0.167 / 0.221

XYZ file:
```
77
Properties=species:S:1:pos:R:3:forces:R:3
Ti 0.208709 0.182734 -0.004408 1.40 0.30 -2.72
C -3.873495 -0.916504 -1.039102 -0.07 -0.04 0.01
C -4.481804 -1.039807 0.235223 0.11 0.03 -0.03
C -3.701644 -0.888346 1.341452 -0.09 -0.10 0.05
C -2.315528 -0.618971 1.212507 0.07 0.02 -0.02
N -1.735892 -0.444705 -0.038717 -1.79 -0.71 0.54
C -2.535996 -0.616320 -1.097752 -0.10 0.02 -0.11
C -1.425914 -0.438127 2.286232 -0.12 0.02 0.18
C -1.719957 -0.628129 3.661753 -0.10 -0.05 0.04
C -0.748269 -0.340787 4.601371 0.17 0.08 -0.19
C 0.489264 0.162928 4.213215 -0.09 -0.13 0.19
C 0.745937 0.353626 2.839249 0.25 0.15 0.13
N -0.180926 -0.009553 1.894852 -0.36 -0.30 1.65
C 1.879180 1.002637 2.287984 -0.16 -0.08 0.04
C 2.943936 1.560390 3.034174 0.19 0.02 0.04
C 3.896680 2.311912 2.408235 -0.11 -0.08 -0.02
C 3.788090 2.526294 1.012068 0.05 0.02 0.00
C 2.753342 1.921051 0.339499 0.11 0.11 -0.06
N 1.830184 1.147062 0.913049 0.74 0.43 1.14
H -4.444956 -1.049021 -1.947465 0.06 0.04 -0.03
H -5.543202 -1.237572 0.318017 0.00 0.01 0.06
H -4.130812 -0.944906 2.333325 0.01 -0.04 -0.01
H -2.061385 -0.508124 -2.063514 0.05 0.06 -0.01
H -2.687708 -1.004160 3.962245 0.01 0.01 -0.01
H -0.954667 -0.487285 5.655365 -0.02 -0.02 0.00
H 1.230534 0.426240 4.953841 0.01 0.02 -0.03
H 2.988979 1.394101 4.102467 -0.02 0.01 -0.01
H 4.714820 2.750852 2.965819 -0.02 -0.01 0.04
H 4.502100 3.144723 0.486018 -0.04 -0.02 -0.07
H 2.652564 2.049504 -0.731891 -0.06 0.00 0.00
C 2.017164 -0.562842 -1.918192 -0.10 0.13 0.18
C 2.336356 -1.115698 -0.655980 0.01 -0.24 -0.12
C 1.264452 -1.944568 -0.256594 0.19 -0.54 -0.15
C 0.297405 -1.938694 -1.289598 0.17 -0.32 -0.18
C 0.752250 -1.073536 -2.313066 -0.14 0.03 0.17
C 0.145762 -0.932027 -3.683863 -0.03 0.05 0.16
C -0.786175 -2.970738 -1.397633 0.07 0.10 0.05
C 1.243514 -2.885149 0.916556 -0.05 0.13 -0.07
C 3.663599 -1.044306 0.037934 -0.11 0.08 0.01
C 2.963091 0.189927 -2.810026 -0.11 0.08 0.11
H -0.744086 -0.296100 -3.707263 0.00 0.00 -0.04
H -0.143633 -1.909644 -4.077739 -0.01 0.01 -0.03
H 0.867316 -0.497110 -4.375985 -0.01 0.01 -0.03
H -1.372723 -3.045041 -0.480247 -0.04 0.00 -0.02
H -0.335643 -3.952578 -1.583352 -0.01 -0.01 0.00
H -1.471639 -2.760165 -2.217418 -0.03 -0.03 0.02
H 0.348023 -2.757151 1.529752 0.02 -0.02 0.03
H 2.113634 -2.730288 1.554855 -0.03 0.01 0.05
H 1.260258 -3.924426 0.570309 0.02 -0.01 0.04
H 3.555734 -0.889540 1.113259 0.02 0.01 0.00
H 4.273362 -0.229011 -0.350177 0.02 0.00 0.04
H 4.216828 -1.976981 -0.112732 0.01 0.00 0.00
H 2.445360 0.916815 -3.438415 0.02 0.02 0.01
H 3.495416 -0.500442 -3.473630 0.02 0.02 -0.02
H 3.715820 0.728748 -2.233155 0.01 0.01 -0.02
C 0.238015 2.694191 -2.592488 -0.16 0.08 0.15
C -0.812422 2.898038 -1.488542 -0.07 0.17 -0.01
C -2.193307 2.591527 -2.128223 0.11 -0.02 0.13
C -0.499483 1.986416 -0.299783 -0.04 0.76 -1.31
C -0.888622 4.363287 -1.060798 0.09 0.04 -0.03
C -0.192893 5.381715 -1.707310 0.01 0.00 0.01
C -0.327243 6.709331 -1.317348 -0.02 0.07 0.02
C -1.168270 7.052849 -0.272323 0.03 0.04 -0.02
C -1.871792 6.049319 0.381882 -0.02 -0.03 0.02
C -1.731763 4.728247 -0.008755 -0.04 0.07 0.03
H 0.326672 1.625337 -2.771928 0.04 -0.06 -0.08
H 1.212525 3.070248 -2.276795 0.04 -0.06 -0.02
H -0.045577 3.189505 -3.528854 0.03 -0.02 0.02
H -2.168116 1.627692 -2.632596 -0.02 -0.10 -0.01
H -2.442085 3.360747 -2.866555 -0.03 -0.02 -0.01
H -2.979229 2.560194 -1.372960 -0.02 -0.02 -0.01
H -0.668129 2.518361 0.643942 0.09 -0.16 0.09
H 0.472041 5.149705 -2.528988 -0.02 -0.01 0.02
H 0.229876 7.480058 -1.838134 0.01 -0.02 0.00
H -1.272196 8.087690 0.031026 0.00 -0.01 0.01
H -2.532519 6.297042 1.204559 0.01 0.00 0.00
H -2.282591 3.958612 0.518656 0.01 -0.01 -0.02
```
Forces are in eV/Å.